75
Properties=species:S:1:pos:R:3:forces:R:3:nbo_charge:R:1 method="wB97M-V/def2-TZVPD" spin_multiplicity=6 fmax_ev_per_a=0.76 total_charge=+2 s2=8.783 lumo_ev="-4.8 / -8.2" orbital_gap_ev="9.060 / 6.079"
Ru -0.1564 0.5008 0.2930 -0.337 0.674 0.087 1.272
C -1.0613 3.5463 -0.1885 -0.069 0.030 0.110 -0.224
C -2.4272 3.4836 0.4800 0.039 -0.143 -0.002 -0.452
C -3.1854 2.1815 0.4529 0.006 0.030 0.107 0.235
C -4.5726 2.2027 0.3315 -0.027 0.010 0.020 -0.236
C -5.2934 1.0339 0.4941 -0.015 0.028 -0.008 -0.124
C -4.6103 -0.1383 0.7864 -0.072 -0.031 0.012 -0.239
C -3.2358 -0.0865 0.8477 0.046 0.060 0.036 0.038
N -2.5264 1.0381 0.6651 0.010 -0.224 -0.195 -0.531
N 0.0768 2.9422 0.5518 -0.030 -0.179 -0.072 -0.456
C 0.1424 3.3626 1.9612 0.017 -0.044 0.005 -0.275
C -0.3738 2.3414 2.9504 -0.040 -0.009 -0.071 0.221
C -0.6379 2.7161 4.2604 -0.058 0.063 0.058 -0.233
C -1.0110 1.7502 5.1765 -0.009 0.025 0.055 -0.115
C -1.1100 0.4275 4.7636 -0.018 0.002 0.003 -0.236
C -0.8337 0.1353 3.4458 -0.024 0.095 0.005 0.052
N -0.4783 1.0734 2.5554 0.177 -0.210 0.006 -0.516
C 1.3169 3.3261 -0.1388 0.003 -0.063 -0.006 -0.265
C 1.4978 2.6393 -1.4651 0.006 -0.003 0.004 0.214
C 2.2808 3.2258 -2.4456 0.020 0.063 -0.058 -0.229
C 2.5137 2.5403 -3.6247 0.027 0.015 -0.044 -0.112
C 1.9328 1.2935 -3.7964 -0.001 -0.006 -0.037 -0.239
C 1.1485 0.7875 -2.7798 -0.038 0.052 -0.001 0.059
N 0.9383 1.4354 -1.6251 -0.036 -0.128 0.042 -0.532
H -0.8330 4.6050 -0.3594 0.023 0.023 0.013 0.205
H -1.1105 3.0648 -1.1649 0.037 0.003 -0.066 0.220
H -3.0445 4.2444 0.0043 -0.022 0.029 0.002 0.250
H -2.3521 3.7830 1.5302 -0.029 0.050 -0.027 0.233
H -5.0783 3.1387 0.1319 0.018 -0.019 0.011 0.240
H -6.3722 1.0383 0.4116 0.006 0.006 -0.005 0.246
H -5.1315 -1.0715 0.9510 0.026 0.019 -0.001 0.247
H -2.6660 -0.9890 1.0424 0.003 0.006 -0.026 0.202
H -0.3668 4.3172 2.1107 0.010 0.041 0.033 0.225
H 1.1874 3.5390 2.2221 0.031 0.018 -0.018 0.241
H -0.5422 3.7539 4.5572 -0.011 -0.041 -0.025 0.242
H -1.2193 2.0221 6.2033 0.005 -0.004 -0.027 0.248
H -1.3964 -0.3572 5.4499 0.011 0.007 -0.022 0.250
H -0.8973 -0.8826 3.0788 0.017 -0.007 -0.025 0.208
H 2.1680 3.0559 0.4879 0.006 -0.004 0.048 0.238
H 1.3603 4.4114 -0.2803 0.009 0.031 -0.014 0.217
H 2.7040 4.2092 -2.2816 -0.018 -0.037 0.003 0.242
H 3.1303 2.9748 -4.4013 -0.021 -0.008 0.027 0.248
H 2.0735 0.7246 -4.7055 -0.009 0.021 0.032 0.247
H 0.6528 -0.1658 -2.8960 0.035 0.000 0.020 0.204
F 4.8010 -4.6066 2.5355 0.020 -0.063 0.010 -0.233
C 4.2292 -3.4581 2.2960 -0.009 -0.047 0.001 0.371
C 2.8905 -3.4276 1.8894 0.124 -0.034 0.026 0.313
F 2.2160 -4.5549 1.7619 -0.002 -0.034 0.010 -0.264
C 2.3000 -2.2221 1.6378 0.085 0.019 0.048 0.337
F 1.0153 -2.2354 1.2924 -0.304 0.181 -0.176 -0.300
C 2.9932 -0.9952 1.7627 -0.008 0.269 0.012 -0.344
S 2.3220 0.5300 1.4374 -0.025 -0.502 -0.165 0.116
C 4.3406 -1.0736 2.2008 -0.035 -0.079 -0.011 0.399
F 5.0358 0.0307 2.3543 0.022 0.070 -0.007 -0.256
C 4.9506 -2.2798 2.4558 0.106 0.023 0.038 0.264
F 6.2076 -2.3335 2.8488 -0.001 -0.002 -0.006 -0.249
O 3.1223 -5.0233 -2.7934 -0.049 -0.061 0.031 -0.726
C 1.8014 -5.4359 -3.0651 0.015 0.094 0.052 0.107
N 1.0120 -4.2516 -2.7806 -0.001 -0.047 0.068 -0.614
C -0.3363 -4.2679 -2.8332 0.057 -0.068 0.048 0.644
O -0.9860 -5.2624 -3.0798 -0.014 0.086 -0.052 -0.574
C -1.0230 -2.9560 -2.5473 0.012 -0.053 -0.019 -0.149
C -2.2362 -2.6854 -3.1656 -0.086 0.001 -0.009 -0.075
C -2.8679 -1.4830 -2.8982 -0.005 -0.046 -0.031 -0.238
C -2.2917 -0.6081 -1.9953 0.104 0.129 -0.070 0.063
N -1.1499 -0.8811 -1.3517 0.316 -0.125 0.156 -0.556
C -0.5273 -2.0358 -1.6448 -0.168 0.026 0.068 0.039
H 3.7318 -5.7328 -3.0196 -0.003 -0.001 -0.033 0.494
H 1.4732 -6.2528 -2.4222 -0.020 -0.026 0.080 0.181
H 1.6663 -5.7390 -4.1047 0.038 0.010 -0.092 0.175
H 1.5369 -3.3968 -2.7055 -0.013 0.034 -0.087 0.404
H -2.6614 -3.4193 -3.8389 0.014 0.009 0.000 0.265
H -3.8030 -1.2228 -3.3741 0.020 0.011 -0.015 0.250
H -2.7513 0.3502 -1.7880 0.000 -0.047 0.050 0.214
H 0.3875 -2.2452 -1.1091 0.104 0.032 0.089 0.209